{"formula": "C17H17F2IrN4O6PSe", "method": "ωB97M-V/def2-TZVPD", "symbols": ["Ir", "F", "C", "F", "H", "C", "P", "C", "C", "H", "H", "H", "H", "H", "H", "H", "H", "H", "O", "C", "O", "C", "C", "C", "C", "C", "C", "N", "O", "O", "N", "O", "O", "H", "H", "H", "Se", "N", "C", "C", "C", "C", "C", "C", "N", "H", "H", "H", "H"], "positions_angstrom": [[-0.162, 0.658, 0.486], [2.641, 1.099, 0.259], [1.817, 0.182, -0.361], [1.846, 0.458, -1.691], [2.229, -0.816, -0.202], [1.421, -0.571, 3.347], [-0.213, -0.106, 2.735], [-1.248, -1.582, 2.854], [-0.868, 1.084, 3.931], [1.354, -0.919, 4.379], [2.094, 0.285, 3.298], [1.828, -1.370, 2.727], [-1.221, -1.974, 3.872], [-0.889, -2.339, 2.157], [-2.274, -1.330, 2.587], [-0.868, 0.641, 4.928], [-1.887, 1.359, 3.660], [-0.250, 1.981, 3.941], [-2.051, -2.526, -1.429], [-1.727, -1.377, -1.463], [-1.109, -0.801, -0.411], [-2.024, -0.481, -2.626], [-1.284, 0.659, -2.895], [-1.641, 1.449, -3.971], [-2.700, 1.147, -4.802], [-3.406, -0.004, -4.511], [-3.090, -0.829, -3.451], [-4.560, -0.358, -5.371], [-5.183, -1.351, -5.072], [-4.797, 0.381, -6.300], [-0.874, 2.686, -4.217], [-1.167, 3.348, -5.182], [-0.002, 2.966, -3.411], [-0.420, 0.938, -2.310], [-2.968, 1.776, -5.638], [-3.663, -1.726, -3.263], [1.152, 3.739, -0.436], [-0.271, 2.647, -0.215], [-1.362, 3.296, -0.637], [-2.683, 2.775, -0.673], [-3.667, 3.572, -1.166], [-3.414, 4.903, -1.637], [-2.170, 5.435, -1.604], [-1.101, 4.634, -1.097], [0.157, 5.037, -1.032], [-2.886, 1.770, -0.325], [-4.681, 3.194, -1.208], [-4.241, 5.483, -2.023], [-1.952, 6.434, -1.953]], "atomic_forces_ev_per_a": [[-0.1, 0.1, -0.1], [0.0, 0.0, 0.0], [0.0, 0.0, 0.0], [0.0, 0.0, 0.0], [0.0, 0.0, 0.0], [0.0, 0.0, 0.0], [0.0, 0.0, 0.1], [0.0, 0.0, 0.0], [0.0, 0.0, 0.0], [0.0, 0.0, 0.0], [0.0, 0.0, 0.0], [0.0, 0.0, 0.0], [0.0, 0.0, 0.0], [0.0, 0.0, 0.0], [0.0, 0.0, 0.0], [0.0, 0.0, 0.0], [0.0, 0.0, 0.0], [0.0, 0.0, 0.0], [0.0, 0.0, 0.0], [-0.1, 0.0, 0.0], [0.1, -0.1, 0.0], [0.0, 0.0, 0.0], [0.0, 0.0, 0.0], [0.0, 0.0, 0.0], [0.0, 0.0, 0.0], [0.0, 0.0, 0.0], [0.0, 0.0, 0.0], [0.0, 0.0, 0.0], [0.0, 0.0, 0.0], [0.0, 0.0, 0.0], [0.0, 0.1, 0.0], [0.0, 0.0, 0.0], [0.0, 0.0, 0.0], [0.0, 0.0, 0.0], [0.0, 0.0, 0.0], [0.0, 0.0, 0.0], [0.0, 0.1, 0.0], [0.0, -0.1, 0.0], [0.0, 0.0, 0.0], [0.0, 0.0, 0.0], [0.0, 0.0, 0.0], [0.0, -0.1, 0.0], [0.0, 0.0, 0.0], [0.0, 0.0, 0.0], [0.0, 0.0, 0.0], [0.0, 0.0, 0.0], [0.0, 0.0, 0.0], [0.0, 0.0, 0.0], [0.0, 0.0, 0.0]], "total_charge": 1, "s2": 6.014, "e_homo_ev": [-11.274, -12.682], "e_lumo_ev": [-4.595, -6.004], "spin_multiplicity": 5, "homo_lumo_gap_ev": [6.7, 6.7]}

---

{"formula": "C17H17F9HgN2O", "method": "ωB97M-V/def2-TZVPD", "symbols": ["C", "C", "H", "H", "H", "H", "H", "H", "C", "C", "C", "C", "H", "H", "H", "H", "N", "C", "C", "N", "C", "C", "C", "H", "H", "C", "H", "H", "Hg", "C", "H", "H", "H", "F", "C", "F", "F", "C", "O", "C", "F", "F", "F", "C", "F", "F", "F"], "positions_angstrom": [[0.703, -0.840, -0.318], [0.082, -0.251, 2.728], [-0.198, -0.519, 0.206], [1.517, -1.012, 0.398], [0.476, -1.761, -0.870], [-0.775, -0.107, 2.062], [-0.168, 0.091, 3.742], [0.935, 0.333, 2.339], [-0.378, -0.978, -3.975], [-1.270, -1.275, -5.009], [-2.304, -0.370, -5.264], [-2.499, 0.709, -4.405], [0.456, -1.643, -3.738], [-1.130, -2.189, -5.583], [-2.957, -0.508, -6.120], [-3.344, 1.384, -4.509], [-0.490, 0.135, -3.238], [-1.582, 0.925, -3.362], [-1.772, 1.973, -2.334], [-0.956, 1.929, -1.264], [-1.152, 2.751, -0.234], [-2.938, 3.868, -1.371], [-2.142, 3.742, -0.231], [-0.491, 2.620, 0.627], [-2.259, 4.382, 0.640], [-2.762, 2.971, -2.425], [-3.360, 3.025, -3.327], [-3.692, 4.650, -1.435], [1.375, 0.713, -1.751], [2.692, 2.357, -1.461], [2.146, 3.253, -1.139], [3.210, 2.532, -2.414], [3.400, 2.053, -0.677], [0.064, -1.280, 5.424], [0.591, -2.443, 4.963], [1.506, -2.881, 5.867], [-0.422, -3.332, 4.902], [1.258, -2.234, 3.579], [0.363, -1.673, 2.657], [2.624, -1.496, 3.737], [3.605, -2.357, 4.119], [2.996, -0.922, 2.562], [2.542, -0.507, 4.660], [1.565, -3.639, 2.965], [2.143, -4.491, 3.858], [0.407, -4.181, 2.534], [2.383, -3.508, 1.885]], "atomic_forces_ev_per_a": [[0.4, -0.4, -0.8], [0.2, 0.2, 0.0], [0.1, 0.0, -0.3], [-0.3, -0.2, -0.2], [0.1, 0.0, 0.4], [0.3, -0.1, 0.3], [0.1, -0.3, -0.4], [-0.4, -0.3, 0.1], [-0.5, 0.6, -0.2], [0.1, 0.2, 0.3], [0.2, -0.1, 0.2], [0.4, 0.0, 0.4], [-0.1, 0.3, -0.1], [-0.1, 0.3, 0.0], [0.0, -0.1, 0.2], [0.1, -0.3, -0.2], [-0.8, -0.2, -0.3], [0.5, -0.9, -0.8], [0.0, 1.2, 1.0], [-0.6, 0.0, -0.1], [-0.4, 0.2, -0.4], [0.2, -0.2, 0.1], [0.2, -0.4, -0.3], [-0.1, 0.0, -0.3], [0.0, -0.1, -0.2], [0.4, -0.4, 0.0], [-0.1, 0.2, 0.2], [0.1, -0.2, 0.0], [0.0, -0.3, 1.9], [0.3, 0.2, -0.9], [0.1, -0.2, -0.2], [0.1, 0.4, 0.5], [-0.2, 0.1, -0.3], [0.4, -0.8, -0.1], [-0.2, 0.0, 0.8], [-0.9, 0.4, -0.5], [0.8, 0.6, 0.1], [-0.2, -0.4, -0.6], [0.4, 0.4, 0.9], [0.7, 0.6, -0.2], [-0.8, 1.0, -0.3], [-0.3, -0.6, 1.1], [0.1, -0.6, -0.6], [-0.1, -0.6, -0.7], [-0.6, 0.7, -1.0], [1.0, 0.0, 0.3], [-0.6, -0.2, 1.1]], "e_homo_ev": -6.958, "e_lumo_ev": -0.442, "homo_lumo_gap_ev": 6.5}

---

{"formula": "C17H17HgN4O5", "method": "ωB97M-V/def2-TZVPD", "symbols": ["Hg", "C", "C", "N", "C", "C", "N", "C", "O", "O", "C", "O", "O", "H", "H", "H", "H", "H", "C", "N", "N", "C", "O", "C", "C", "C", "C", "C", "C", "C", "C", "C", "H", "H", "H", "H", "H", "H", "H", "H", "H", "H", "H", "H"], "positions_angstrom": [[10.062, 12.604, 7.584], [8.597, 9.059, 9.413], [7.956, 9.737, 8.210], [8.407, 10.839, 7.661], [7.618, 11.035, 6.513], [6.751, 9.985, 6.374], [7.008, 9.181, 7.441], [5.531, 9.648, 5.503], [5.252, 10.603, 4.705], [4.844, 8.683, 5.652], [7.875, 12.287, 5.526], [7.143, 12.347, 4.540], [8.849, 13.027, 5.721], [9.587, 9.515, 9.673], [8.619, 7.988, 9.237], [7.915, 9.248, 10.293], [6.572, 8.276, 7.584], [6.049, 11.390, 4.542], [5.991, 14.419, 9.279], [6.048, 13.004, 9.502], [6.149, 12.609, 10.818], [5.465, 11.363, 10.996], [5.487, 10.667, 12.003], [4.802, 11.094, 9.642], [5.151, 12.114, 8.893], [4.569, 12.416, 7.568], [7.270, 13.015, 11.566], [8.579, 12.786, 11.128], [9.671, 13.227, 11.867], [9.448, 13.833, 13.133], [8.138, 13.860, 13.624], [7.089, 13.542, 12.796], [6.651, 14.850, 10.015], [5.035, 14.817, 9.601], [6.098, 14.680, 8.255], [4.102, 10.292, 9.434], [4.051, 11.478, 7.361], [5.306, 12.537, 6.811], [3.881, 13.231, 7.559], [8.882, 12.320, 10.196], [10.666, 13.268, 11.398], [10.280, 14.275, 13.592], [8.020, 14.185, 14.645], [6.103, 13.671, 13.156]], "atomic_forces_ev_per_a": [[0.0, -0.1, 0.2], [-1.2, 1.2, 0.6], [1.7, -1.0, 0.7], [-1.1, 0.7, -1.3], [0.9, 1.8, -0.7], [-0.6, -0.3, -0.2], [-0.1, -0.7, 0.7], [1.3, 1.4, 0.7], [0.8, 2.5, -2.0], [0.0, -1.3, 0.7], [-0.7, -3.0, 1.0], [-1.2, -0.1, -0.6], [1.0, 0.8, 0.8], [-0.9, -0.6, -0.5], [0.4, 0.0, 0.1], [0.7, -0.3, -0.7], [-0.1, 0.3, 0.0], [-1.0, -1.3, 0.7], [-1.2, 0.1, 1.5], [-0.2, -1.6, -1.5], [-1.1, -1.2, 0.6], [-0.4, -0.9, -0.7], [0.2, 0.9, -0.7], [0.8, -0.3, 3.4], [0.6, 2.4, -1.0], [0.0, -1.5, 0.2], [1.2, -1.1, -1.0], [1.0, 0.2, -0.2], [-0.5, 1.3, 0.7], [-1.1, -1.3, -2.0], [2.0, 0.5, 0.1], [-0.4, 0.1, 1.3], [0.9, 0.5, -0.5], [-0.7, 0.1, 0.0], [0.7, 0.2, -0.7], [0.3, 0.2, 0.0], [-0.4, 0.3, -0.6], [0.6, 0.3, -0.7], [-0.5, 0.6, 0.1], [-0.8, -0.1, -0.2], [-0.5, -0.4, 0.4], [0.8, 0.4, 1.1], [-0.5, 0.3, 0.0], [-1.0, 0.0, 0.3]], "s2": 0.754, "e_homo_ev": [-8.420, -8.420], "e_lumo_ev": [-0.040, -2.828], "spin_multiplicity": 2, "homo_lumo_gap_ev": [8.4, 5.6]}

---

{"formula": "C17H17IN6O5S2Ti", "method": "ωB97M-V/def2-TZVPD", "symbols": ["Ti", "C", "C", "N", "C", "C", "N", "C", "O", "O", "C", "O", "O", "H", "H", "H", "H", "H", "O", "N", "C", "C", "C", "C", "C", "S", "H", "H", "H", "H", "N", "C", "N", "S", "H", "H", "H", "H", "I", "C", "C", "C", "C", "C", "N", "H", "H", "H", "H"], "positions_angstrom": [[-0.046, 0.108, -0.062], [-2.441, -1.437, 2.663], [-2.640, -0.179, 1.897], [-1.864, 0.372, 0.972], [-2.513, 1.511, 0.500], [-3.682, 1.667, 1.164], [-3.727, 0.594, 2.043], [-4.747, 2.699, 1.021], [-5.594, 2.872, 2.060], [-4.829, 3.360, 0.038], [-1.873, 2.159, -0.676], [-2.395, 2.868, -1.467], [-0.567, 1.718, -0.780], [-1.781, -2.107, 2.122], [-3.397, -1.935, 2.819], [-1.990, -1.227, 3.633], [-4.495, 0.352, 2.655], [-5.281, 2.465, 2.879], [0.696, -1.593, -0.428], [1.533, -2.321, 0.341], [2.104, -3.407, -0.238], [2.922, -4.188, 0.517], [3.130, -3.845, 1.862], [2.520, -2.744, 2.410], [1.681, -1.945, 1.623], [0.823, -0.552, 2.151], [1.846, -3.568, -1.272], [3.384, -5.055, 0.069], [3.777, -4.457, 2.477], [2.669, -2.472, 3.445], [-2.016, 0.986, -3.825], [-1.240, 0.043, -3.337], [-0.140, -0.301, -4.007], [-1.668, -0.815, -1.870], [-1.807, 1.466, -4.688], [-2.766, 1.355, -3.258], [0.068, 0.088, -4.915], [0.292, -1.179, -3.768], [1.102, 2.956, 1.736], [2.316, 2.091, 0.297], [3.537, 2.689, 0.048], [4.368, 2.143, -0.914], [3.961, 1.012, -1.602], [2.740, 0.464, -1.295], [1.922, 0.986, -0.361], [3.826, 3.572, 0.599], [5.327, 2.599, -1.122], [4.579, 0.556, -2.362], [2.375, -0.423, -1.795]], "atomic_forces_ev_per_a": [[0.0, -0.2, 0.3], [0.0, 0.0, -0.1], [0.0, 0.1, 0.0], [0.0, 0.3, 0.0], [0.3, -0.3, -0.2], [-0.2, -0.3, 0.3], [-0.2, 0.0, 0.1], [-0.1, 0.5, 0.1], [0.3, -0.3, -0.1], [-0.1, -0.1, -0.1], [0.7, -0.4, 0.2], [0.0, 0.2, -0.2], [-0.9, 0.7, -0.1], [0.0, 0.0, 0.0], [0.0, 0.0, 0.0], [0.0, 0.0, 0.0], [0.0, 0.0, -0.1], [-0.1, 0.1, 0.0], [0.3, -0.7, -0.3], [-0.2, 0.2, -0.4], [0.0, 0.2, 0.3], [0.1, -0.1, 0.0], [0.1, -0.1, 0.0], [0.0, 0.1, 0.1], [0.1, -0.1, 0.0], [-0.1, 0.0, -0.2], [0.0, 0.0, 0.0], [0.0, 0.0, 0.1], [0.0, 0.0, 0.0], [0.0, 0.0, 0.0], [-0.1, 0.0, 0.3], [0.0, 0.0, 0.1], [0.0, -0.3, 0.1], [0.2, 0.2, -0.2], [0.0, 0.0, 0.0], [0.0, 0.0, 0.0], [0.0, 0.0, 0.0], [0.0, 0.1, 0.0], [-0.1, 0.0, 0.1], [0.1, -0.2, -0.3], [0.1, 0.0, 0.0], [0.1, 0.1, 0.0], [0.1, -0.1, -0.1], [-0.2, 0.0, 0.1], [-0.1, 0.2, 0.2], [0.0, 0.0, 0.0], [0.0, 0.0, 0.0], [0.0, 0.0, 0.0], [0.0, 0.0, 0.0]], "total_charge": 2, "e_homo_ev": -14.539, "e_lumo_ev": -6.934, "homo_lumo_gap_ev": 7.6}

---

{"formula": "C17H17N9O", "method": "ωB97M-V/def2-TZVPD", "symbols": ["C", "C", "N", "C", "N", "C", "N", "N", "C", "N", "N", "C", "N", "N", "C", "C", "C", "C", "C", "O", "N", "C", "C", "C", "C", "C", "C", "H", "H", "H", "H", "H", "H", "H", "H", "H", "H", "H", "H", "H", "H", "H", "H", "H"], "positions_angstrom": [[0.383, 0.397, 2.472], [0.117, 0.013, 1.065], [0.542, -1.450, 0.869], [-0.148, -2.588, 0.618], [-1.376, -2.625, 0.908], [-1.861, -3.763, 0.732], [-3.092, -3.943, 1.193], [-1.213, -4.838, 0.269], [0.093, -4.663, 0.175], [0.824, -5.647, -0.228], [0.645, -3.518, 0.225], [0.919, 0.977, 0.138], [2.199, 0.749, 0.092], [2.999, 1.554, -0.612], [4.399, 1.511, -0.767], [4.892, 2.486, -1.709], [3.539, 3.109, -2.250], [2.519, 2.507, -1.485], [1.113, 2.832, -1.348], [0.686, 3.831, -1.967], [0.272, 2.077, -0.532], [-1.151, 2.072, -0.578], [-1.889, 1.433, -1.512], [-3.298, 1.549, -1.585], [-3.893, 2.297, -0.666], [-3.199, 2.910, 0.347], [-1.821, 2.687, 0.528], [1.335, 0.133, 2.774], [0.162, 1.512, 2.629], [-0.177, -0.111, 3.256], [-1.010, -0.014, 0.858], [1.473, -1.708, 0.774], [-3.197, -4.903, 1.216], [-3.266, -3.418, 2.057], [0.383, -6.447, 0.247], [1.811, -5.534, -0.126], [4.960, 0.667, -0.273], [5.948, 2.719, -1.848], [3.340, 3.947, -2.957], [-1.327, 0.946, -2.255], [-3.808, 1.231, -2.481], [-4.997, 2.463, -0.627], [-3.677, 3.545, 1.064], [-1.151, 3.022, 1.302]], "atomic_forces_ev_per_a": [[-2.1, 2.3, 1.4], [-1.2, -2.6, -1.3], [-1.1, 2.8, 0.0], [2.9, 4.5, 0.6], [-1.6, 3.9, 0.9], [-0.6, -3.6, -0.3], [-1.6, 1.1, 0.6], [-1.1, -1.0, 0.8], [-2.7, 1.4, -1.7], [0.6, -4.6, 0.3], [2.8, 0.7, 0.0], [0.8, -0.3, -0.4], [-1.6, -0.8, 1.1], [2.4, 1.5, -2.2], [0.7, -0.1, -0.4], [-5.4, -0.9, 1.0], [1.7, -1.0, 2.1], [1.0, 0.2, -0.2], [-1.5, 3.6, -2.5], [0.2, -2.0, 1.2], [2.2, -2.8, 0.7], [-1.0, 1.2, 2.8], [-0.7, 0.2, -1.0], [2.3, -0.9, -1.7], [-3.2, 1.5, 1.5], [2.3, -0.2, 2.0], [-0.2, 0.0, -2.7], [2.5, 0.1, 0.1], [0.6, -1.4, -0.2], [-0.8, -0.3, -0.5], [1.7, 0.3, 0.1], [2.2, 0.7, -0.2], [-1.2, -2.2, 0.6], [-0.2, -0.4, -0.8], [1.0, -0.4, -1.0], [0.4, 0.0, 0.1], [-0.7, 1.3, -0.4], [-0.6, -0.1, -0.4], [0.5, -0.9, 0.8], [0.3, -0.7, -1.2], [-0.1, -0.6, 0.2], [1.0, -0.2, -0.5], [-0.5, 0.0, 0.3], [-0.5, 0.6, 0.4]], "e_homo_ev": -8.535, "e_lumo_ev": 0.657, "smiles": "C[C@H](Nc1nc(N)nc(N)n1)c1nn2cccc2c(=O)n1-c1ccccc1", "homo_lumo_gap_ev": 9.2}

---

{"formula": "C17H18BBrN6O2V", "method": "ωB97M-V/def2-TZVPD", "symbols": ["H", "N", "B", "N", "C", "V", "H", "C", "H", "C", "H", "C", "H", "H", "H", "N", "N", "N", "N", "C", "C", "H", "H", "C", "C", "C", "C", "H", "H", "H", "H", "H", "Br", "C", "C", "C", "C", "C", "C", "C", "O", "O", "H", "H", "H", "H"], "positions_angstrom": [[0.474, 3.279, -0.068], [0.195, 1.750, -1.508], [-0.168, 0.373, -3.581], [0.206, 1.719, -2.904], [0.378, 2.967, -3.370], [-0.162, 0.144, -0.474], [0.412, 3.120, -4.440], [0.520, 3.838, -2.277], [0.670, 4.904, -2.319], [0.420, 3.042, -1.127], [-0.241, 0.451, -4.770], [-2.408, -2.090, 2.299], [-1.915, -2.841, 2.938], [-1.713, -1.770, 1.509], [-3.264, -2.485, 1.742], [-1.557, -0.007, -2.982], [0.787, -0.703, -3.091], [-1.731, -0.174, -1.610], [0.888, -0.921, -1.709], [-2.717, -0.216, -3.604], [1.528, -1.605, -3.748], [-2.721, -0.109, -4.676], [1.576, -1.601, -4.824], [-3.686, -0.539, -2.661], [2.156, -2.424, -2.811], [-3.036, -0.519, -1.416], [1.733, -1.973, -1.560], [-4.710, -0.765, -2.869], [2.823, -3.243, -2.989], [-3.405, -0.729, -0.425], [1.976, -2.331, -0.581], [-2.689, -1.231, 2.909], [1.332, 2.805, 2.596], [1.252, 1.338, 3.784], [1.398, 1.520, 5.159], [1.633, 0.408, 5.975], [1.809, -0.857, 5.424], [1.705, -1.027, 4.050], [1.253, 0.035, 3.269], [0.824, -0.220, 1.858], [1.624, -0.862, 1.130], [-0.403, 0.176, 1.490], [1.261, 2.506, 5.598], [1.682, 0.542, 7.046], [2.089, -1.702, 6.041], [1.922, -1.975, 3.574]], "atomic_forces_ev_per_a": [[-0.1, 0.0, -0.4], [0.9, 2.6, -1.8], [-0.5, 0.2, 0.7], [-0.1, 0.7, 1.7], [0.1, -0.1, 0.8], [0.5, -0.7, 2.2], [0.0, 0.2, 0.2], [0.0, -0.2, -0.3], [0.0, -0.1, 0.0], [-0.4, -1.3, -1.4], [0.1, 0.0, -0.1], [0.3, -0.1, -0.6], [-0.4, 0.2, -0.4], [0.0, 0.0, 0.6], [-0.1, -0.2, 0.6], [-0.6, -0.1, 1.5], [0.6, -0.8, 1.4], [-2.2, -0.4, -1.8], [1.7, -1.7, -3.0], [0.1, 0.0, 0.4], [0.2, -0.1, 0.7], [-0.4, -0.1, 0.0], [0.0, 0.0, 0.0], [0.2, 0.0, 0.0], [-0.2, 0.1, -0.1], [1.4, 0.5, -1.4], [-0.8, 1.0, -0.9], [-0.3, -0.1, 0.0], [0.1, -0.1, -0.1], [0.0, 0.1, 0.0], [0.0, 0.0, 0.2], [0.0, -0.1, -0.2], [-0.3, 0.1, 0.2], [0.1, -0.9, 0.8], [-0.2, -0.1, -0.1], [-0.3, 0.1, -0.3], [0.5, 0.2, -0.1], [-0.7, 0.2, 0.2], [0.1, 0.7, -0.4], [-0.4, -0.6, -0.7], [-1.7, 1.1, 0.3], [2.5, -0.5, 1.8], [0.3, -0.2, -0.1], [0.1, 0.0, 0.0], [0.0, 0.1, 0.1], [-0.3, 0.0, 0.0]], "s2": 3.765, "e_homo_ev": [-6.746, -9.016], "e_lumo_ev": [0.691, 0.665], "spin_multiplicity": 4, "homo_lumo_gap_ev": [7.4, 9.7]}